The following is a quantum chemistry calculation of the molecule C3H4I2 at a distorted geometry, from the Open Molecules 2025 dataset.

Calculated values
Relative energy (zero: lowest compared OMol25 entry of this formula, charge and spin)   81.6 kJ/mol
SMILES   IC1(I)CC1
Maximum force   2.5 eV Å⁻¹

```
9
C3H4I2, DFT ωB97M-V with the def2-TZVPD basis set
I 2.663 1.979 -0.081
C 1.540 0.213 0.048
I 3.148 -1.791 0.002
C 0.262 0.100 0.766
C 0.322 -0.060 -0.736
H -0.143 1.021 1.177
H 0.045 -0.768 1.369
H 0.187 -1.056 -1.131
H -0.064 0.716 -1.384
```